Below is a single C3H7NO2 molecule, with properties calculated with ωB97M-V with the def2-TZVPD basis set.

Calculated values
**LUMO level**: 0.60 eV
**Energy above the lowest of the compared OMol25 structures with the same formula, charge and spin**: 380.8 kJ/mol
**M**: 89.09 g mol⁻¹
**Calculated total energy**: -323.6359 a.u.
**Orbital gap**: 8.553 eV

Structure (XYZ):
```
13
Properties=species:S:1:pos:R:3:mulliken_charge:R:1
N -0.017 1.355 -0.986 -0.413
C 0.166 -0.108 -1.471 0.453
O 0.126 -0.351 -2.647 -0.533
C 0.749 -0.695 -0.285 -0.826
C -0.112 -0.915 0.944 -0.219
O -0.838 0.268 1.295 -0.560
H -0.853 1.491 -0.419 0.261
H 0.103 2.045 -1.723 0.247
H 0.892 0.861 -0.289 0.483
H 1.333 -1.589 -0.508 0.233
H -0.833 -1.734 0.785 0.311
H 0.547 -1.214 1.771 0.254
H -1.444 0.037 2.008 0.308
```